Record 1
The following is a quantum chemistry calculation of an isolated molecule of C16H19NO5S, from the Open Molecules 2025 dataset.

Results
Structure (SMILES): CCOc1ccccc1NS(=O)(=O)c1ccc(OC)c(OC)c1
Calculated total energy: -1450.19212 a.u.
Max |F|: 0.0184 hartree/bohr

```
! RIJCOSX wB97M-V def2-TZVPD def2/J DEFGRID3
* xyz 0 1
C 0.56057 2.01246 2.35217
C -0.92779 2.29494 2.17358
O -1.51336 1.50142 1.16225
C -1.31445 1.83009 -0.15464
C -0.63812 2.94480 -0.62452
C -0.50381 3.15305 -1.98912
C -1.04370 2.25986 -2.89420
C -1.73629 1.15065 -2.43775
C -1.87703 0.93106 -1.07816
N -2.56267 -0.20376 -0.61870
S -1.81960 -1.68650 -0.90463
O -1.61197 -1.82413 -2.31186
O -2.60834 -2.66627 -0.21953
C -0.25098 -1.49475 -0.06849
C -0.08640 -2.01782 1.19430
C 1.10273 -1.78821 1.86497
C 2.11843 -1.02061 1.30122
C 1.93686 -0.48454 0.00652
C 0.74161 -0.74371 -0.66010
H 0.60794 -0.35042 -1.65387
O 2.79870 0.30520 -0.68315
C 4.14640 0.45757 -0.28907
H 4.61187 1.02158 -1.09700
H 4.23662 1.01553 0.64478
H 4.64714 -0.50679 -0.18467
O 3.28916 -0.74520 1.95422
C 3.51781 -1.31878 3.21924
H 3.49561 -2.41174 3.17747
H 2.79481 -0.96449 3.96060
H 4.51534 -0.98994 3.50696
H 1.23027 -2.20603 2.85030
H -0.87774 -2.60303 1.63243
H -2.80713 -0.13606 0.36004
H -2.15675 0.42859 -3.11764
H -0.93071 2.42436 -3.95432
H 0.03355 4.02241 -2.33670
H -0.19898 3.65639 0.05664
H -1.10474 3.35957 1.97996
H -1.46989 2.01825 3.08265
H 0.96074 2.63903 3.14491
H 1.10442 2.21007 1.43173
H 0.70508 0.96732 2.61358
*
```

Record 2
The following is a quantum chemistry calculation of a structure of composition C16H20AlF5N3Se, from the Open Molecules 2025 dataset.

Results
Calculated total energy: -3929.03832 a.u.
Max |F|: 0.0159 hartree/bohr

```
! RIJCOSX wB97M-V def2-TZVPD def2/J DEFGRID3
* xyz 1 1
Al -0.13024 0.97012 0.55177
N 1.33580 -0.35749 0.09046
C 2.74938 -0.18613 0.55695
C 2.96600 -0.64923 1.99078
C 2.08842 0.03907 3.04522
C 0.66797 -0.53135 3.16106
N -0.34586 0.31993 2.47552
H 1.06169 -1.32762 0.23868
H 1.33245 -0.25041 -0.92732
H 3.00522 0.86795 0.47883
H 3.41520 -0.73847 -0.10570
H 4.01023 -0.43270 2.21777
H 2.84092 -1.73407 2.06195
H 2.03365 1.11161 2.83013
H 2.57539 -0.07045 4.01293
H 0.38180 -0.64306 4.20581
H 0.62750 -1.52482 2.71255
H -0.50379 1.14876 3.05072
H -1.24335 -0.16783 2.47692
F -0.84324 8.43589 -0.10664
C -0.44034 7.18205 -0.06077
C -0.74209 6.39876 1.04441
F -1.43819 6.91102 2.05101
C -0.30287 5.09041 1.09054
F -0.57103 4.34548 2.17005
C 0.42156 4.53475 0.04774
Se 1.23781 2.82091 0.17443
C 0.71203 5.33069 -1.05240
F 1.41347 4.82491 -2.06260
C 0.28654 6.64617 -1.11419
F 0.56941 7.39135 -2.17097
C -2.53100 2.73599 -0.38017
C -2.79344 1.26500 -0.29620
C -3.94466 0.55048 -0.40167
C -3.60855 -0.82823 -0.25631
C -2.26436 -0.90930 -0.06482
C -1.40337 -2.12630 0.07018
N -1.72623 0.38194 -0.07629
H -3.45629 3.28277 -0.54425
H -1.84869 2.95884 -1.20507
H -2.08858 3.10787 0.55034
H -4.93376 0.94112 -0.57798
H -4.29808 -1.65638 -0.29790
H -2.02790 -3.01603 0.08509
H -0.81935 -2.12328 0.99920
H -0.71799 -2.21910 -0.77869
*
```

Record 3
The following is a quantum chemistry calculation of a structure of composition C16H20BF16O8Sn at a distorted geometry, from the Open Molecules 2025 dataset.

Results
Calculated total energy: -3059.64033 a.u.
Max |F|: 0.3803 hartree/bohr

```
! RIJCOSX wB97M-V def2-TZVPD def2/J DEFGRID3
* xyz 1 1
Sn -2.44012 -0.16509 -1.57429
B -0.56932 0.19930 0.06356
F 0.32232 0.23678 1.06942
F -0.21785 0.97984 -1.02942
F -0.68694 -1.09644 -0.37785
F -1.83484 0.54582 0.37918
C 1.80781 -0.97355 -0.76102
C 1.95225 -0.00284 -1.93453
O 1.57406 -0.57967 -3.15301
C 0.24339 -0.60455 -3.58448
O -0.63254 -0.14340 -2.93489
C -0.03589 -1.19883 -4.94470
F 1.13663 -1.24605 -5.65037
F -0.57924 -2.45181 -4.90390
F -0.92282 -0.48081 -5.72398
H 0.74615 -1.21934 -0.73674
H 2.13798 -0.65109 0.22645
H 2.39348 -1.83915 -1.07059
H 2.99828 0.27283 -2.06839
H 1.30559 0.82438 -1.64186
C 0.37596 -1.36459 1.87646
C 0.97210 -2.76368 2.36632
O 0.13276 -3.84306 1.90105
C 0.57233 -5.11935 1.63126
O 1.73683 -5.55835 1.87710
C -0.58299 -6.02447 1.11680
F -0.40451 -7.32195 1.44345
F -1.76428 -5.60970 1.55862
F -0.64213 -6.02528 -0.17041
H 1.17421 -0.63560 2.01602
H -0.53812 -1.04272 2.37541
H 0.21344 -1.31531 0.79977
H 0.89659 -2.80607 3.45287
H 2.02006 -2.88853 2.09372
C -1.03751 1.88741 1.86984
C -0.32606 0.66269 2.56730
O -0.54404 0.73311 3.99696
C 0.22486 1.49677 4.81305
O 1.26535 2.08404 4.42217
C -0.28214 1.63003 6.29762
F -0.59903 2.92018 6.56473
F -1.36572 0.80808 6.49767
F 0.72112 1.30907 7.09313
H -1.18448 1.79222 0.79400
H -0.46883 2.81247 1.96460
H -2.05415 2.07180 2.21702
H 0.71634 0.63250 2.25015
H -0.70529 -0.32864 2.31924
C 0.14212 4.33976 -1.18461
C 0.74594 3.18923 -1.91862
O 0.03761 2.91104 -3.15519
C -1.16180 2.18413 -3.16105
O -1.66717 1.58323 -2.19331
C -1.76243 1.98426 -4.55338
F -3.09649 1.88972 -4.46949
F -1.57217 2.99894 -5.36149
F -1.39081 0.81104 -5.15329
H 0.28906 5.19991 -1.83779
H 0.57424 4.48956 -0.19520
H -0.92611 4.15357 -1.07360
H 0.76949 2.35398 -1.21869
H 1.79730 3.31200 -2.17874
*
```

Record 4
The following is a quantum chemistry calculation of a structure of composition C16H20BaIN3O8P2 at a distorted geometry, from the Open Molecules 2025 dataset.

Results
Calculated total energy: -2394.12686 a.u.
Max |F|: 0.0349 hartree/bohr

```
! RIJCOSX wB97M-V def2-TZVPD def2/J DEFGRID3
* xyz 0 1
Ba -0.89851 1.15412 0.50250
C -0.23932 -0.62169 4.49697
C 0.75930 -1.00799 3.44749
N 1.28477 -2.20760 3.48278
C 2.18423 -2.54458 2.53016
C 2.58985 -1.68436 1.54884
C 3.56162 -2.15433 0.49842
O 3.05908 -1.97580 -0.82770
C 2.02127 -0.39476 1.47587
C 2.50480 0.52509 0.42613
N 1.82367 1.47029 -0.07952
C 2.37288 2.25925 -1.11681
C 3.31352 1.78296 -2.02466
C 3.79562 2.59645 -3.03650
C 3.33720 3.89948 -3.16870
C 2.37124 4.38278 -2.29660
C 1.89361 3.55631 -1.29309
I 0.38816 4.29530 -0.04766
C 1.05734 -0.03136 2.43261
O 0.40755 1.09708 2.43021
H -0.37534 -1.45184 5.18772
H -1.19950 -0.35286 4.05183
H 0.09676 0.26142 5.04297
H 2.57593 -3.55418 2.57070
H 3.80649 -3.20293 0.68600
H 4.49861 -1.59452 0.53103
H 2.14335 -2.28061 -0.83960
H 3.52233 0.34142 0.07755
H 3.64156 0.75228 -1.95556
H 4.52399 2.20259 -3.73315
H 3.71174 4.53496 -3.96026
H 1.98561 5.38690 -2.40244
N -3.53273 -1.37192 -2.27615
C -3.56023 -0.87453 -0.83268
C -4.81035 -1.39393 -0.13819
P -3.48010 0.97245 -0.99927
O -4.95643 1.22279 -1.58909
O -2.41653 1.20685 -2.01704
O -3.32303 1.61541 0.35181
P -2.02660 -1.77168 -0.19026
O -2.21250 -1.60593 1.40172
O -2.23414 -3.16169 -0.66983
O -0.80639 -0.98570 -0.58045
H -4.45468 -1.28723 -2.70298
H -3.21096 -2.35213 -2.25230
H -2.86743 -0.78353 -2.79268
H -5.71084 -1.07470 -0.66585
H -4.84437 -0.97986 0.86737
H -4.79000 -2.48196 -0.06314
H -5.30925 2.08460 -1.35341
H -1.97284 -2.41662 1.86491
*
```

Record 5
The following is a quantum chemistry calculation of a cluster of 2 separate species, C16H20Br2ClN5O5S4 in total at a distorted geometry, from the Open Molecules 2025 dataset.

Results
Structure (SMILES): O=C(Nc1ncc(Br)s1)NS(=O)(=O)c1cc(Br)c(Cl)s1.CNC(=O)[C@H](CCSC)NC(C)=O
Calculated total energy: -8472.64866 a.u.
Max |F|: 0.0822 hartree/bohr

```
! RIJCOSX wB97M-V def2-TZVPD def2/J DEFGRID3
* xyz 0 1
O -0.48725 -6.78550 -1.79144
O 0.18383 6.39236 4.91952
O 0.09337 6.68604 -0.06301
O 2.70173 -5.12905 -4.02304
O 2.38883 -6.21177 -1.87482
Cl -0.44889 0.00315 -2.42483
Br -4.53681 -11.30642 -0.43259
Br -1.22266 -1.79913 0.41406
N -2.43567 -9.82358 -3.71447
S -2.41083 -9.02163 -1.22244
S 0.91660 -2.56596 -3.43993
S 0.07746 1.36138 1.61537
C -0.28393 -7.11042 -2.94361
C 0.11976 6.30053 3.70465
C 1.04560 6.62848 0.70063
C -1.90103 -8.94543 -2.91016
C -3.31075 -10.64035 -3.00361
C 0.01872 -1.66782 -2.22301
C -3.42596 -10.36296 -1.66677
C 0.25804 -3.78335 -1.22147
C -0.26168 -2.42886 -1.11326
C 0.90146 -3.98189 -2.41856
N -0.99874 -8.11475 -3.53725
N 1.86611 7.68167 0.78562
N 1.10857 5.68884 3.04995
N 0.56938 -6.42052 -3.73543
C -1.61807 1.68282 2.17201
C -1.07455 6.88975 2.98167
C 3.02322 7.84394 1.66703
C 0.87847 2.92569 2.05396
C 0.47170 4.14432 1.20844
C 1.27143 5.40132 1.61206
S 1.73975 -5.47884 -2.96935
H -3.86376 -11.44681 -3.47577
H 0.15057 -4.54119 -0.44495
H -0.90785 -8.24851 -4.53384
H 1.63166 8.44758 0.17131
H 1.83336 5.34910 3.66222
H 0.94705 -6.92394 -4.51965
H -2.22153 0.78688 2.02522
H -1.61533 1.94328 3.23058
H -2.04905 2.50043 1.59480
H -1.49358 6.16893 2.28537
H -0.76920 7.78668 2.44785
H -1.83192 7.15503 3.71797
H 2.69514 7.91496 2.70609
H 3.55800 8.76043 1.41149
H 3.70681 7.00046 1.55880
H 0.66440 3.12585 3.10390
H 1.95461 2.78362 1.95142
H -0.59537 4.32818 1.32238
H 0.67041 3.92064 0.15974
H 2.31836 5.13638 1.46916
*
```

Record 6
The following is a quantum chemistry calculation of a structure of composition C16H20Br32NO2 at a distorted geometry, from the Open Molecules 2025 dataset.

Results
Calculated total energy: -83194.95767 a.u.
Max |F|: 0.0203 hartree/bohr

```
! RIJCOSX wB97M-V def2-TZVPD def2/J DEFGRID3
* xyz 1 1
O 5.26317 -0.42190 1.84013
C 5.09977 -0.28584 0.68771
Br 6.38318 -0.98896 -0.56973
C 3.89777 0.41629 0.08450
C 2.60956 -0.25503 0.61667
C 2.02822 0.61458 1.73962
O 0.73275 0.24069 2.15855
C 0.29291 -1.03184 1.73592
C 0.41502 -1.25919 0.21536
N 1.53638 -0.42906 -0.40644
Br 2.11976 -1.33999 -1.97347
H 3.96521 0.43851 -1.00582
H 3.93101 1.46303 0.42998
H 2.87534 -1.24681 1.01216
H 1.95251 1.65136 1.36369
H 2.75672 0.62946 2.56810
H 0.77773 -1.85022 2.29489
H -0.77768 -1.09062 1.97976
H 0.69953 -2.30645 0.04587
H -0.50950 -1.06768 -0.34216
H 1.16328 0.49335 -0.64628
C -2.61386 2.79456 2.55151
Br -3.49664 1.49613 3.65790
Br -2.98246 2.43341 0.69202
Br -3.07674 4.59535 3.02636
H -1.55068 2.68536 2.70425
C -7.35708 1.63573 4.68832
Br -7.44465 1.23792 2.80480
Br -6.26343 0.37206 5.63996
Br -6.77808 3.44083 5.00058
H -8.35893 1.54968 5.08240
C 0.99149 -2.07193 -5.94021
Br 0.19164 -3.38178 -7.08344
Br -0.29371 -1.18262 -4.82340
Br 2.44352 -2.84048 -4.92848
H 1.41381 -1.29784 -6.56709
C -4.18758 -1.82063 -0.57123
Br -3.19103 -0.66877 -1.75940
Br -3.01240 -3.04752 0.33479
Br -5.26440 -0.81682 0.65746
H -4.85655 -2.40670 -1.18608
C 8.65716 -2.04711 2.34773
Br 9.81964 -2.41890 0.85858
Br 7.69098 -3.61713 2.89632
Br 9.61167 -1.25083 3.81440
H 7.92718 -1.32229 2.01455
C 4.17796 0.31402 -7.44760
Br 4.97316 -1.41757 -7.67174
Br 2.49533 0.44926 -8.37492
Br 3.98431 0.77757 -5.58538
H 4.84704 1.03991 -7.88748
C 6.33554 0.42119 5.66168
Br 6.17310 1.11596 7.44252
Br 4.94285 -0.84764 5.26701
Br 6.40400 1.83438 4.35331
H 7.27624 -0.10935 5.60245
C -9.22813 3.89170 8.03077
Br -10.07325 2.46194 7.05344
Br -10.50833 4.89751 9.04669
Br -7.79471 3.23296 9.12761
H -8.79336 4.55859 7.29968
C -1.93078 2.91879 -5.46414
Br -2.58582 1.49627 -4.33311
Br -0.41880 2.34947 -6.51118
Br -3.33157 3.63592 -6.55639
H -1.58762 3.70913 -4.81228
C -3.99318 -4.26782 -6.83272
Br -3.85265 -3.54705 -5.05060
Br -5.58659 -5.31631 -7.04567
Br -3.86887 -2.87944 -8.15990
H -3.15025 -4.92853 -6.97613
*
```

Record 7
The following is a quantum chemistry calculation of an isolated molecule of C16H20ClNO4, from the Open Molecules 2025 dataset.

Results
Structure (SMILES): CC(C)CNC(=O)COC(=O)CCC(=O)c1ccc(Cl)cc1
Calculated total energy: -1437.64723 a.u.
Max |F|: 0.0141 hartree/bohr

```
! RIJCOSX wB97M-V def2-TZVPD def2/J DEFGRID3
* xyz 0 1
C -1.29415 -3.96536 -3.60540
H -2.37203 -3.87567 -3.49525
H -1.04403 -5.02124 -3.68352
C -0.58286 -3.33884 -2.40928
C -1.02903 -4.00743 -1.11051
H -0.77127 -5.06461 -1.12263
H -2.10703 -3.92122 -0.99535
H -0.56093 -3.54826 -0.24279
H -0.83552 -2.27347 -2.36662
C 0.93688 -3.45540 -2.59827
N 1.67243 -2.73761 -1.58332
C 2.26954 -1.55988 -1.81675
O 2.37747 -1.03626 -2.90418
C 2.85042 -0.91286 -0.54219
H 3.54180 -0.12018 -0.83018
H 3.35434 -1.66752 0.07025
O 1.83200 -0.26895 0.22474
C 1.08087 -1.01142 1.03479
O 1.20075 -2.20897 1.15097
C 0.06486 -0.19668 1.79186
H 0.20130 -0.39544 2.85787
C 0.13114 1.30083 1.51693
C -0.94147 2.04514 2.28904
O -1.74694 1.46403 2.98105
C -0.95470 3.52468 2.16040
C -1.87969 4.23048 2.93311
C -1.95517 5.60640 2.87709
C -1.09549 6.29578 2.03332
C -0.17097 5.61504 1.25287
C -0.10130 4.23703 1.31765
H 0.62087 3.72651 0.70085
H 0.48790 6.16549 0.59978
Cl -1.17510 8.01533 1.95123
H -2.67061 6.14516 3.47798
H -2.53750 3.66984 3.58026
H -0.00833 1.49070 0.45081
H 1.10931 1.69369 1.79988
H -0.92670 -0.58141 1.53797
H 1.56893 -3.05017 -0.62548
H 1.22685 -3.02687 -3.56029
H 1.23378 -4.50817 -2.56991
H -1.00060 -3.47225 -4.52878
*
```

Record 8
The following is a quantum chemistry calculation of a structure of composition C16H20ClNRuSe2SiTe2, from the Open Molecules 2025 dataset.

Results
Calculated total energy: -6859.95907 a.u.
Max |F|: 0.0058 hartree/bohr

```
! RIJCOSX wB97M-V def2-TZVPD def2/J DEFGRID3
* xyz 0 1
Ru -0.35045 -0.67737 -0.04992
Se 1.52239 0.19877 3.63689
Te -0.27343 -0.88070 2.54397
Te 0.62157 -3.09701 1.08080
Se -1.63886 -2.83984 0.12969
Cl -1.30329 1.66002 -3.19759
C -2.30053 0.76861 -2.09929
C -3.37092 0.07806 -2.58271
C -4.19811 -0.65492 -1.70590
C -3.93885 -0.66974 -0.36513
C -2.82939 0.03810 0.14110
C -1.98848 0.78987 -0.70361
C -0.80589 1.37891 -0.12920
H -3.58240 0.09796 -3.64284
H -5.04629 -1.19238 -2.10788
H -4.57694 -1.21233 0.31866
H -2.72492 0.14698 1.21156
H -0.91562 1.80473 0.86245
H -0.18509 1.96393 -0.79240
C 0.24050 -1.50037 -2.67575
Si 1.87633 -0.78819 -2.04121
C 3.09021 -2.21590 -2.14397
C 2.49571 0.58528 -3.14006
N 1.52492 -0.15737 -0.46178
C 2.50400 0.56560 0.22989
C 2.26344 1.81424 0.81104
C 3.28453 2.53938 1.40153
C 4.57616 2.03571 1.45482
C 4.82598 0.78206 0.91682
C 3.80697 0.05700 0.32010
H 0.17033 -1.26517 -3.74230
H -0.70506 -1.12319 -2.26040
H 0.21537 -2.58415 -2.55823
H 2.91276 -2.76315 -3.07435
H 2.97135 -2.92130 -1.31896
H 4.12559 -1.87149 -2.15638
H 2.70350 0.21633 -4.14778
H 3.42274 0.99533 -2.73226
H 1.77015 1.39713 -3.21180
H 1.26750 2.22615 0.80879
H 3.05997 3.50501 1.83740
H 5.37003 2.60345 1.92153
H 5.82065 0.35656 0.96849
H 4.01118 -0.93254 -0.06804
*
```